{"formula": "C3H10S2", "method": "ωB97M-V/def2-TZVPD", "species": ["C", "S", "S", "H", "H", "H", "H", "C", "C", "H", "H", "H", "H", "H", "H"], "xyz": [[0.001736, 1.344971, 2.047554], [0.763260, 0.429379, 0.665802], [0.554414, -1.512812, 1.340412], [-1.063364, 1.455724, 1.829848], [0.132803, 0.866023, 3.010256], [0.441197, 2.342035, 1.998842], [1.781474, -1.710907, 1.833180], [-1.880505, -0.189565, -3.067783], [-0.683016, 0.735170, -2.952479], [-2.790947, 0.330659, -2.769573], [-1.999532, -0.585961, -4.069726], [-1.784292, -1.001540, -2.345088], [0.250083, 0.244641, -3.166183], [-0.646385, 1.202698, -1.985407], [-0.786926, 1.575336, -3.637848]], "atomic_forces_ev_per_a": [[-0.414, 0.373, -0.810], [0.009, -0.438, 0.615], [-0.187, 0.096, -0.356], [0.082, -0.090, 0.193], [0.283, -0.006, -0.015], [0.073, -0.041, 0.310], [0.160, 0.099, 0.091], [0.013, 0.019, 0.686], [-0.578, 0.598, -0.509], [-0.092, 0.086, -0.242], [-0.062, -0.142, -0.091], [0.036, -0.232, -0.213], [0.409, -0.240, 0.016], [0.196, -0.072, 0.617], [0.072, -0.011, -0.291]], "charge": 0, "homo_ha": -0.3352, "homo_lumo_gap_ha": 0.356, "smiles": "CSS.CC"}